## w
{
  "formula": "C35H35CoN4O3PS2",
  "method": "the ωB97M-V functional and the def2-TZVPD basis",
  "species": ["Co", "C", "O", "C", "C", "C", "C", "C", "C", "N", "N", "C", "C", "O", "C", "C", "C", "C", "C", "C", "C", "C", "H", "H", "H", "H", "H", "H", "H", "H", "H", "H", "H", "H", "H", "C", "N", "C", "C", "C", "N", "C", "C", "O", "H", "H", "H", "H", "H", "H", "H", "H", "H", "H", "H", "H", "S", "P", "S", "C", "C", "C", "C", "C", "C", "C", "C", "C", "C", "C", "C", "H", "H", "H", "H", "H", "H", "H", "H", "H", "H"],
  "positions_angstrom": [[-0.1866, 0.6996, -0.9373], [-3.0855, 0.5931, -2.0175], [-2.1560, 0.2556, -0.9900], [-2.6495, -0.0092, 0.2649], [-3.9677, -0.3117, 0.5361], [-4.3474, -0.5861, 1.8449], [-3.4156, -0.5453, 2.8709], [-2.0953, -0.2337, 2.6007], [-1.6951, 0.0309, 1.2923], [-0.4025, 0.3949, 0.9167], [0.5165, 0.2980, 1.7761], [1.7865, 0.6393, 1.5117], [2.2560, 1.0844, 0.2301], [1.4677, 1.3421, -0.7463], [3.6507, 1.2771, 0.0424], [4.5375, 1.1051, 1.0542], [4.1137, 0.7051, 2.3534], [5.0324, 0.4916, 3.3990], [4.6108, 0.1014, 4.6431], [3.2424, -0.0760, 4.8885], [2.3270, 0.1136, 3.8827], [2.7381, 0.4863, 2.5897], [-3.6766, 1.4606, -1.7155], [-3.7178, -0.2597, -2.2474], [-2.4962, 0.8350, -2.8966], [-4.7021, -0.3467, -0.2556], [-5.3760, -0.8470, 2.0536], [-3.7165, -0.7577, 3.8884], [-1.3522, -0.1782, 3.3831], [3.9712, 1.5727, -0.9484], [5.5924, 1.2749, 0.8744], [6.0906, 0.6183, 3.2010], [5.3298, -0.0792, 5.4315], [2.9114, -0.3833, 5.8722], [1.2712, -0.0242, 4.0655], [-0.4602, 3.7624, 1.2630], [-0.4024, 4.5241, 0.0311], [-0.1302, 5.9435, 0.1853], [0.4714, 6.5078, -1.0863], [-0.4650, 6.1626, -2.2284], [-0.6639, 4.7254, -2.2763], [-1.0429, 4.1639, -3.5587], [-0.6781, 3.9391, -1.1625], [-0.9484, 2.7309, -1.2535], [0.5121, 3.7726, 1.7617], [-0.7363, 2.7376, 1.0476], [-1.2015, 4.1999, 1.9373], [0.5534, 6.0706, 1.0260], [-1.0572, 6.4778, 0.4287], [1.4483, 6.0558, -1.2666], [0.5957, 7.5869, -1.0020], [-0.0450, 6.4809, -3.1831], [-1.4242, 6.6796, -2.0969], [-0.3506, 4.5096, -4.3273], [-2.0547, 4.4728, -3.8396], [-1.0059, 3.0818, -3.5050], [-2.4030, -2.6806, -2.7108], [-0.6458, -2.9093, -1.8517], [0.6621, -1.3528, -1.8946], [0.1970, -4.3321, -2.6409], [-0.4656, -5.5571, -2.5803], [0.0522, -6.6608, -3.2354], [1.2348, -6.5456, -3.9564], [1.8913, -5.3277, -4.0198], [1.3741, -4.2173, -3.3646], [-0.7873, -3.5092, -0.1280], [0.3729, -3.7672, 0.5971], [0.2891, -4.4018, 1.8255], [-0.9495, -4.7799, 2.3295], [-2.1071, -4.4950, 1.6211], [-2.0272, -3.8581, 0.3893], [-1.3946, -5.6313, -2.0281], [-0.4679, -7.6093, -3.1896], [1.6391, -7.4088, -4.4704], [2.8107, -5.2384, -4.5853], [1.8799, -3.2611, -3.4124], [1.3323, -3.4668, 0.1919], [1.1906, -4.6059, 2.3895], [-1.0090, -5.2998, 3.2778], [-3.0719, -4.7761, 2.0245], [-2.9186, -3.6354, -0.1851]],
  "multiplicity": 2,
  "gap_ev": [6.57, 6.54]
}


## x
{
  "formula": "C35H35CoN4O3PS2",
  "method": "the ωB97M-V functional and the def2-TZVPD basis",
  "species": ["Co", "C", "O", "C", "C", "C", "C", "C", "C", "N", "N", "C", "C", "O", "C", "C", "C", "C", "C", "C", "C", "C", "H", "H", "H", "H", "H", "H", "H", "H", "H", "H", "H", "H", "H", "C", "N", "C", "C", "C", "N", "C", "C", "O", "H", "H", "H", "H", "H", "H", "H", "H", "H", "H", "H", "H", "S", "P", "S", "C", "C", "C", "C", "C", "C", "C", "C", "C", "C", "C", "C", "H", "H", "H", "H", "H", "H", "H", "H", "H", "H"],
  "positions_angstrom": [[-0.1430, 0.2663, 0.1605], [1.7334, 2.8625, -0.1832], [1.3361, 1.5608, -0.6407], [2.2752, 0.8284, -1.3216], [3.4558, 1.3664, -1.8073], [4.3479, 0.5535, -2.4933], [4.0630, -0.7895, -2.6869], [2.8815, -1.3221, -2.1950], [1.9818, -0.5203, -1.5089], [0.7481, -0.9749, -0.9562], [0.5488, -2.2060, -1.0568], [-0.5731, -2.7843, -0.5760], [-1.6330, -2.0746, 0.0615], [-1.6113, -0.8230, 0.2803], [-2.8043, -2.7993, 0.4670], [-2.8931, -4.1288, 0.2772], [-1.8365, -4.8901, -0.3286], [-1.9443, -6.2855, -0.4846], [-0.9351, -7.0094, -1.0631], [0.2172, -6.3461, -1.5117], [0.3443, -4.9861, -1.3660], [-0.6771, -4.2258, -0.7627], [1.9055, 3.5173, -1.0362], [2.6241, 2.7845, 0.4374], [0.9137, 3.2372, 0.4112], [3.6933, 2.4074, -1.6491], [5.2652, 0.9807, -2.8774], [4.7591, -1.4245, -3.2195], [2.6422, -2.3685, -2.3215], [-3.6017, -2.2344, 0.9338], [-3.7892, -4.6531, 0.5938], [-2.8444, -6.7790, -0.1331], [-1.0241, -8.0827, -1.1741], [1.0131, -6.9143, -1.9767], [1.2342, -4.4776, -1.7085], [4.0309, -0.6243, 1.6725], [3.1086, -0.9787, 2.7339], [3.6563, -1.7133, 3.8640], [2.7854, -1.5060, 5.0819], [1.3722, -1.9067, 4.7261], [0.9244, -1.1800, 3.5495], [-0.5140, -0.9996, 3.4294], [1.7749, -0.7337, 2.5820], [1.3765, -0.1091, 1.5903], [4.8979, -0.1153, 2.0968], [3.5382, 0.0400, 0.9692], [4.3757, -1.5114, 1.1318], [4.6667, -1.3452, 4.0430], [3.7330, -2.7820, 3.6285], [2.8006, -0.4500, 5.3601], [3.1512, -2.0963, 5.9219], [0.6895, -1.6685, 5.5420], [1.3137, -2.9883, 4.5547], [-0.8982, -0.5157, 4.3288], [-1.0114, -1.9673, 3.3025], [-0.7498, -0.3676, 2.5875], [1.0484, 2.7016, 3.2692], [-0.7842, 2.9904, 2.6251], [-1.4241, 2.0528, 0.9275], [-1.0918, 4.7742, 2.3632], [-0.8985, 5.6245, 3.4525], [-1.0914, 6.9897, 3.3173], [-1.4737, 7.5204, 2.0899], [-1.6647, 6.6805, 1.0036], [-1.4767, 5.3072, 1.1387], [-2.0149, 2.5985, 3.9159], [-3.3755, 2.6892, 3.6213], [-4.3182, 2.4126, 4.5986], [-3.9089, 2.0416, 5.8753], [-2.5569, 1.9509, 6.1708], [-1.6083, 2.2311, 5.1914], [-0.5873, 5.2088, 4.4043], [-0.9416, 7.6434, 4.1682], [-1.6229, 8.5886, 1.9838], [-1.9658, 7.0907, 0.0469], [-1.6384, 4.6444, 0.2973], [-3.6877, 2.9650, 2.6204], [-5.3741, 2.4832, 4.3672], [-4.6465, 1.8242, 6.6387], [-2.2380, 1.6665, 7.1668], [-0.5474, 2.1690, 5.4054]],
  "multiplicity": 2,
  "gap_ev": [6.97, 6.97]
}


Most stable structure, least stable structure: x, w.